The following is a DFT calculation (ωB97M-V/def2-TZVPD) of a cluster of 3 separate species, C3H11O2S in total in a non-equilibrium geometry.

Last column: Löwdin charge in e.
CARTESIAN COORDINATES (ANGSTROEM)
C: -1.89630 0.51519 -1.82966  -0.13
C: -1.47395 -0.29161 -0.59497  -0.35
C: -1.03742 0.60835 0.53206  -0.73
S: 0.08940 -0.03298 1.89158  0.19
H: -2.74515 0.09685 -2.39723  0.06
H: -1.08868 0.73464 -2.52448  0.05
H: -2.35019 1.45143 -1.51759  0.06
H: -2.20867 -0.96706 -0.14091  0.10
H: -0.64806 -0.94073 -0.90910  0.08
H: -1.78529 0.83243 1.28781  -0.01
H: -0.57900 1.52098 0.15814  0.03
H: 1.19341 -1.99199 0.76173  -0.06
H: 2.18041 -0.90800 0.66362  -0.05
O: 2.09790 -1.84754 0.42501  -0.19
H: 1.35524 0.26846 -1.44241  0.03
H: 0.99947 1.39980 -2.32187  0.00
O: 1.73095 1.10571 -1.79251  -0.07

Output
- relative energy (zero: lowest compared OMol25 entry of this formula, charge and spin) (kcal/mol) = 21.6
- total charge = -1

***

The following is a DFT calculation (ωB97M-V/def2-TZVPD) of a cluster of 7 separate species, C54H94FN3O16S7 in total in a non-equilibrium geometry.

Last column: Löwdin charge in e.
CARTESIAN COORDINATES (ANGSTROEM)
C: 0.97212 -5.62305 2.74697  0.01
C: -0.12533 -4.88554 3.15099  -0.16
C: -0.94387 -4.04194 2.22703  -0.15
C: -0.18204 -2.81877 1.73694  -0.17
N: 1.08580 -2.71072 2.01330  0.20
C: 1.69868 -1.59394 1.53022  -0.16
C: 3.07230 -1.35888 1.80064  -0.19
S: 4.05071 -2.42140 2.81511  0.66
O: 5.12609 -1.64283 3.34005  -0.26
O: 3.27955 -3.16460 3.74585  -0.25
F: 4.69334 -3.41518 1.78512  -0.15
C: 3.73229 -0.26380 1.30194  0.01
C: 3.04905 0.68411 0.51045  -0.12
C: 3.86677 1.87596 0.06675  -0.04
C: 3.90463 2.83314 1.24451  -0.48
O: 3.02523 3.62321 1.43622  0.13
O: 4.98019 2.72587 2.08572  0.09
C: 1.70931 0.50622 0.22455  -0.06
C: 0.94458 1.50521 -0.59485  -0.12
C: 1.37319 1.57690 -2.06709  -0.18
C: 0.79603 2.80936 -2.77928  -0.20
C: -0.72639 2.74456 -2.95548  -0.17
C: -1.62475 3.51668 -1.94376  -0.18
C: -0.93348 4.38882 -0.88618  -0.20
C: -1.66977 4.24211 0.46239  -0.21
C: -0.85165 4.78056 1.64606  -0.19
C: -1.02815 3.97977 2.95235  -0.20
C: -2.40514 3.33174 3.12372  -0.23
C: -2.78490 3.02506 4.57158  -0.21
C: -3.84293 1.91180 4.61817  -0.23
C: -3.26364 0.54712 4.98757  -0.22
C: -4.28989 -0.57644 4.79491  -0.26
C: -4.11790 -1.77432 5.74171  -0.10
C: 1.03463 -0.63696 0.74652  -0.12
N: -0.29721 -0.78568 0.48396  0.19
C: -0.89953 -1.82891 0.97575  -0.17
C: -2.38509 -1.95520 0.68532  -0.17
N: -3.03547 -0.67446 0.49160  -0.11
C: -3.57127 -0.41078 -0.84141  -0.11
H: 0.87946 -6.53288 2.16074  0.05
H: 1.94818 -5.26514 3.06783  0.04
H: -0.42252 -4.92266 4.19844  0.10
H: -1.80932 -3.68034 2.78743  0.10
H: -1.33518 -4.62264 1.37920  0.14
H: 4.77831 -0.12099 1.53052  0.13
H: 3.42469 2.43549 -0.74441  0.11
H: 4.87379 1.52697 -0.14875  0.08
H: 4.66928 2.38972 2.93606  0.12
H: 1.12925 2.47949 -0.13763  0.11
H: -0.12680 1.33280 -0.57044  0.10
H: 2.45231 1.57702 -2.20828  0.10
H: 1.00606 0.71571 -2.63055  0.12
H: 1.15340 3.73415 -2.33098  0.10
H: 1.23443 2.77935 -3.77961  0.11
H: -1.04433 1.70010 -2.96542  0.10
H: -0.95842 3.11007 -3.95652  0.10
H: -2.30037 4.14650 -2.52324  0.05
H: -2.28376 2.80641 -1.44065  0.09
H: -1.04450 5.43672 -1.16331  0.10
H: 0.09603 4.12655 -0.67431  0.07
H: -2.64181 4.72430 0.40642  0.10
H: -1.77753 3.16415 0.60854  0.09
H: 0.20989 4.80941 1.40026  0.10
H: -1.17194 5.80381 1.85474  0.11
H: -0.88720 4.66773 3.78995  0.10
H: -0.25629 3.21305 3.03710  0.11
H: -2.38283 2.37171 2.59600  0.10
H: -3.18591 3.90911 2.62786  0.12
H: -3.25815 3.91412 4.99119  0.11
H: -1.91082 2.73819 5.15510  0.11
H: -4.38100 1.84419 3.66906  0.11
H: -4.61085 2.13714 5.36343  0.11
H: -3.00691 0.57082 6.04689  0.11
H: -2.39119 0.34557 4.36210  0.11
H: -4.24719 -0.94597 3.76820  0.09
H: -5.29103 -0.15485 4.90827  0.10
H: -5.09446 -2.04330 6.14587  0.06
H: -3.72578 -2.65323 5.23532  0.05
H: -3.47530 -1.57332 6.59791  0.07
H: -2.49131 -2.61016 -0.18204  0.13
H: -2.85081 -2.45782 1.53342  0.10
H: -2.45579 0.08469 0.81256  0.08
H: -3.80118 -1.34504 -1.34679  0.07
H: -4.51687 0.12625 -0.75373  0.07
H: -2.89153 0.19437 -1.44734  0.06
O: -5.52712 -6.11293 2.74562  -0.33
S: -5.61546 -5.51533 4.05528  0.66
O: -4.43521 -5.26187 4.84488  -0.34
C: -6.58507 -4.01835 3.93097  -0.22
C: -8.02458 -4.47705 4.14778  -0.22
C: -7.97043 -5.47753 5.30883  -0.20
C: -6.80491 -6.44004 5.03699  -0.22
H: -6.41355 -3.55836 2.95986  0.11
H: -6.25850 -3.35027 4.72670  0.08
H: -8.68891 -3.63967 4.36876  0.07
H: -8.39747 -4.97464 3.24830  0.13
H: -7.79436 -4.94021 6.24293  0.12
H: -8.90827 -6.02008 5.41560  0.12
H: -6.32021 -6.77292 5.95113  0.10
H: -7.11936 -7.30014 4.44925  0.10
O: 6.23802 1.77985 -3.77598  -0.31
S: 6.88634 1.28198 -2.58941  0.68
O: 6.11797 0.67815 -1.52235  -0.34
C: 8.20407 0.17512 -3.05159  -0.24
C: 9.42047 1.08046 -3.21929  -0.22
C: 9.37818 2.05704 -2.03560  -0.20
C: 7.94016 2.58056 -1.92103  -0.21
H: 7.92701 -0.35490 -3.95688  0.10
H: 8.33873 -0.52608 -2.23504  0.09
H: 10.34276 0.50764 -3.23635  0.09
H: 9.35240 1.63035 -4.15777  0.11
H: 9.64890 1.52880 -1.11890  0.12
H: 10.08474 2.87589 -2.16191  0.12
H: 7.65279 2.77423 -0.88990  0.10
H: 7.78168 3.47323 -2.52275  0.10
O: -4.31783 4.75929 -3.67784  -0.31
S: -4.11412 6.01511 -3.00229  0.67
O: -3.45169 6.09528 -1.72742  -0.31
C: -3.34831 7.16097 -4.14406  -0.22
C: -4.52325 7.83202 -4.84850  -0.22
C: -5.55267 8.13520 -3.75036  -0.21
C: -5.69225 6.87177 -2.89094  -0.22
H: -2.68888 6.61464 -4.81446  0.11
H: -2.77666 7.87841 -3.55613  0.11
H: -4.21040 8.73490 -5.37037  0.11
H: -4.95545 7.15009 -5.58375  0.12
H: -5.19433 8.96231 -3.13469  0.12
H: -6.51353 8.43137 -4.16821  0.11
H: -5.89267 7.10086 -1.84774  0.10
H: -6.45843 6.20293 -3.27810  0.10
O: -11.83907 -3.86878 2.73142  -0.31
S: -11.40183 -2.71987 3.48037  0.67
O: -10.53994 -2.86803 4.62920  -0.34
C: -10.68539 -1.53279 2.34777  -0.23
C: -11.86616 -0.67408 1.90679  -0.22
C: -12.68147 -0.39751 3.17745  -0.21
C: -12.83687 -1.72993 3.92192  -0.22
H: -10.19948 -2.06225 1.53144  0.11
H: -9.95373 -0.94664 2.90356  0.11
H: -11.53185 0.24644 1.43143  0.12
H: -12.47682 -1.22294 1.18697  0.12
H: -12.14470 0.31555 3.80588  0.12
H: -13.65305 0.03641 2.94747  0.11
H: -12.85499 -1.60145 5.00096  0.10
H: -13.72217 -2.27393 3.59907  0.11
O: 7.80152 -2.68688 -2.75217  -0.33
S: 6.43041 -2.96474 -3.10637  0.67
O: 5.58304 -1.96241 -3.69469  -0.31
C: 6.41200 -4.44126 -4.11987  -0.23
C: 6.30907 -5.58523 -3.11527  -0.22
C: 5.27707 -5.13723 -2.07129  -0.21
C: 5.62041 -3.69510 -1.67713  -0.21
H: 7.31289 -4.47461 -4.72816  0.10
H: 5.52956 -4.38986 -4.75697  0.11
H: 6.01780 -6.51532 -3.60082  0.11
H: 7.27594 -5.74473 -2.63311  0.12
H: 4.27760 -5.17206 -2.50880  0.12
H: 5.27481 -5.78928 -1.19964  0.12
H: 4.73576 -3.10878 -1.44112  0.10
H: 6.32123 -3.65860 -0.84549  0.11
O: 11.44067 0.90407 -5.50141  -0.32
S: 12.44899 -0.10861 -5.68963  0.67
O: 13.75930 0.02788 -5.10992  -0.32
C: 11.75266 -1.69551 -5.23273  -0.22
C: 11.12077 -2.21397 -6.51999  -0.22
C: 12.12888 -1.90746 -7.63652  -0.21
C: 12.59502 -0.45808 -7.44855  -0.22
H: 11.04053 -1.55986 -4.42127  0.10
H: 12.57468 -2.33251 -4.90791  0.11
H: 10.90105 -3.27845 -6.45378  0.11
H: 10.18347 -1.68725 -6.71255  0.12
H: 12.98212 -2.58310 -7.55186  0.12
H: 11.69384 -2.05263 -8.62404  0.11
H: 13.62948 -0.31317 -7.74833  0.10
H: 11.95428 0.24430 -7.97789  0.10

Output
- total charge = 0
- structure (SMILES) = C=CCc1nc2c(S(=O)(=O)F)cc(CC(=O)O)c(CCCCCCCCCCCCCCC)c2nc1CNC.O=S1(=O)CCCC1.O=S1(=O)CCCC1.O=S1(=O)CCCC1.O=S1(=O)CCCC1.O=S1(=O)CCCC1.O=S1(=O)CCCC1

***

The following is a DFT calculation (ωB97M-V/def2-TZVPD) of an isolated molecule of C4H6ClNO4 in a non-equilibrium geometry.

Last column: Löwdin charge in e.
CARTESIAN COORDINATES (ANGSTROEM)
C: -0.93500 0.49111 -1.34460  0.03
C: -0.63043 -0.84255 1.36468  -0.12
C: 0.94841 -0.52404 -0.51634  -0.23
C: -1.74832 -0.17302 0.56743  -0.63
N: -2.12045 1.13544 0.92554  -0.50
O: -3.19974 1.54512 0.57231  0.02
O: -1.20387 1.83377 1.32313  0.03
O: -0.08133 -0.49833 -1.50610  -0.05
O: 0.62670 -1.13210 0.65156  -0.06
Cl: -3.17769 -1.09136 0.15720  0.72
H: -1.91441 0.34108 -1.97195  0.16
H: -0.59411 1.40617 -0.96320  0.09
H: -0.54157 -0.25657 2.33923  0.14
H: -0.85556 -1.88072 1.74177  0.14
H: 1.83768 -0.98897 -0.78324  0.13
H: 1.22177 0.49926 -0.40320  0.13

Output
- relative energy (zero: lowest compared OMol25 entry of this formula, charge and spin) (kcal/mol) = 47.4
- total charge = 0

***

The following is a DFT calculation (ωB97M-V/def2-TZVPD) of a structure of composition C33H53Cl4MgO26S in a non-equilibrium geometry.

Last column: Löwdin charge in e.
CARTESIAN COORDINATES (ANGSTROEM)
Mg: 8.72166 -18.74280 24.48706  0.44
S: 8.45040 -19.17084 22.04616  0.21
O: 8.48609 -17.94853 22.85836  -0.39
O: 7.13779 -19.40441 21.49407  -0.34
O: 9.53483 -19.13717 21.05768  -0.36
O: 8.73761 -20.05997 23.13628  -0.37
C: 9.95353 -20.62171 26.96318  -0.28
O: 9.29841 -19.82495 26.01285  -0.37
H: 9.37653 -21.50828 27.22616  0.05
H: 10.91098 -20.97387 26.57929  0.05
H: 10.24406 -20.05564 27.84820  0.03
C: 15.42970 -19.11745 28.33555  -0.01
C: 14.32556 -20.07366 27.84649  -0.32
C: 13.80059 -19.78604 26.41865  -0.09
O: 13.88107 -21.02718 25.79256  0.07
C: 14.77051 -21.78800 26.47396  -0.47
O: 15.29384 -22.87789 26.08052  0.08
O: 15.03692 -21.23600 27.64684  0.09
H: 15.87531 -19.46219 29.26865  0.08
H: 14.96412 -18.16811 28.60027  0.08
H: 16.15582 -19.06675 27.52420  0.09
H: 13.55259 -20.14054 28.61210  0.13
H: 14.50290 -19.10194 25.94236  0.12
H: 12.78947 -19.37895 26.41872  0.13
C: 11.68561 -23.41641 24.13046  0.00
C: 11.79317 -22.55858 22.78459  -0.22
C: 12.08262 -21.05399 22.92234  -0.07
O: 13.41175 -20.95097 22.37604  0.06
C: 13.85252 -22.16769 21.92720  -0.58
O: 14.99168 -22.42585 21.60529  0.11
O: 12.97865 -23.09153 22.17447  0.09
H: 12.54815 -23.20443 24.76228  0.06
H: 11.76298 -24.47270 23.87282  0.08
H: 10.88487 -23.16857 24.82723  0.06
H: 10.88019 -22.80331 22.24175  0.15
H: 11.99326 -20.68581 23.94437  0.11
H: 11.35601 -20.48333 22.34399  0.11
C: 9.93927 -20.56308 31.76423  -0.03
C: 10.95098 -21.68739 31.97815  -0.37
C: 10.92453 -22.77898 30.95127  -0.09
O: 12.23418 -22.65818 30.43144  0.08
C: 12.95110 -21.67943 31.02060  -0.48
O: 14.03733 -21.18597 30.70357  0.13
O: 12.26725 -21.28095 32.12282  0.10
H: 10.02065 -19.70857 32.43600  0.08
H: 8.90329 -20.90152 31.78148  0.08
H: 10.13490 -20.13073 30.78296  0.06
H: 10.63333 -22.19654 32.88808  0.15
H: 10.14432 -22.70200 30.19401  0.14
H: 10.81877 -23.74026 31.45413  0.13
C: 6.74158 -20.04193 29.60368  -0.04
C: 5.73882 -20.21494 28.51087  -0.35
C: 5.95215 -21.55428 27.80356  -0.13
O: 4.78271 -22.33129 27.98183  0.07
C: 3.94558 -21.66955 28.76118  -0.50
O: 2.85600 -22.04181 29.12007  0.14
O: 4.58709 -20.48555 29.18621  0.05
H: 7.01688 -20.93342 30.16720  0.08
H: 6.39676 -19.38384 30.40125  0.09
H: 7.70447 -19.67713 29.24611  0.08
H: 5.69651 -19.33396 27.87041  0.15
H: 6.83711 -22.01553 28.24196  0.11
H: 6.25191 -21.47505 26.75859  0.10
C: 9.17471 -12.64699 24.32679  -0.02
C: 9.27807 -13.60296 25.45129  -0.35
C: 7.92881 -13.73412 26.13015  -0.12
O: 7.69377 -15.08018 26.32220  0.10
C: 8.55257 -15.73989 25.56103  -0.47
O: 8.68947 -16.98244 25.47019  0.09
O: 9.37401 -14.89165 24.93532  0.10
H: 10.07233 -12.63231 23.70859  0.09
H: 8.87175 -11.61393 24.49744  0.09
H: 8.35865 -12.92890 23.66145  0.10
H: 10.06563 -13.45011 26.18918  0.12
H: 7.09543 -13.38466 25.52067  0.14
H: 7.77204 -13.24361 27.09084  0.14
C: 13.95534 -15.91956 26.23043  0.00
C: 13.11292 -15.96067 24.92022  -0.31
C: 13.83393 -16.71297 23.81741  -0.07
O: 12.91952 -17.72144 23.45697  0.12
C: 11.81594 -17.62686 24.11330  -0.53
O: 10.91659 -18.45232 24.08829  0.12
O: 11.96795 -16.73224 25.07492  0.09
H: 14.50950 -16.84347 26.39593  0.06
H: 13.24910 -15.72302 27.03709  0.03
H: 14.73710 -15.16989 26.10818  0.09
H: 12.85947 -14.93741 24.64311  0.15
H: 14.77799 -17.20161 24.05841  0.14
H: 14.01124 -16.14666 22.90310  0.14
C: 2.31985 -18.71845 26.06361  0.00
C: 3.33693 -19.23245 25.04017  -0.30
C: 3.57734 -18.34885 23.81499  -0.10
O: 4.91797 -18.61802 23.51444  0.11
C: 5.52801 -18.95015 24.66935  -0.46
O: 6.75466 -18.90788 24.89748  0.10
O: 4.61796 -19.18965 25.55893  0.10
H: 2.55180 -19.19692 27.01512  0.08
H: 1.30514 -18.99775 25.77994  0.09
H: 2.29324 -17.64927 26.27398  0.09
H: 3.16126 -20.24279 24.67079  0.17
H: 3.36550 -17.28855 23.95274  0.13
H: 2.96257 -18.51126 22.92967  0.14
Cl: 4.99685 -23.54386 23.33266  0.56
C: 6.29003 -22.60286 24.06763  -0.67
C: 7.27033 -23.46790 24.83568  -0.62
Cl: 6.52365 -24.26463 26.24976  0.59
H: 5.87568 -21.80060 24.67820  0.05
H: 6.83653 -22.03935 23.31140  0.08
H: 8.10122 -22.85904 25.19206  0.06
H: 7.80300 -24.19713 24.22529  0.08
Cl: 10.74025 -15.38700 28.03282  0.65
C: 9.86296 -16.89466 28.48914  -0.57
C: 9.81195 -17.07101 30.01479  -0.64
Cl: 11.38289 -17.43242 30.76362  0.56
H: 10.29049 -17.71548 27.91331  0.07
H: 8.81782 -16.79617 28.19576  0.07
H: 9.13940 -17.87788 30.30591  0.05
H: 9.49568 -16.09835 30.39162  0.06

Output
- total charge = -1

***

Table of E (a.u.), in record order: -669.58651, -6369.09863, -971.70148, -5684.76158
Table of lowest unoccupied orbital energy (eV), in record order: 3.61, -0.27, -0.47, 1.50